Entry 1:
79
Properties=species:S:1:pos:R:3:forces:R:3:lowdin_charge:R:1 method="wB97M-V/def2-TZVPD" max_force_ev_per_a=0.55 multiplicity=1 e_above_lowest_kcal_mol=1.6 gap_ha=0.28642 e_homo_ev=-7.73
Bi -0.43007 0.56687 0.13170 -0.229 0.400 0.299 1.61
C -2.73615 3.00389 -1.01223 -0.004 0.007 -0.025 -0.10
N -1.65129 2.30139 -1.69215 -0.007 -0.081 -0.036 -0.36
C -0.68651 3.25814 -2.22853 0.004 -0.016 -0.023 -0.11
C -2.14742 1.39015 -2.73352 0.084 -0.091 0.046 -0.19
C -1.28330 0.13428 -2.80940 0.029 0.108 -0.066 -0.25
N -1.34497 -0.58331 -1.54253 -0.001 -0.137 0.143 -0.19
C -1.81256 -1.86115 -1.43111 -0.006 -0.036 -0.068 -0.20
C -2.26586 -2.31721 -0.18023 -0.067 -0.011 -0.029 -0.17
F -2.28819 -1.42999 0.84423 -0.021 0.032 0.012 0.01
C -2.70353 -3.59914 0.05721 0.004 0.010 0.016 -0.22
F -3.10949 -3.91958 1.29269 0.008 0.006 -0.015 0.10
C -2.74802 -4.54144 -0.95130 -0.005 -0.011 0.009 0.07
C -2.33201 -4.12039 -2.19565 0.014 -0.021 -0.018 -0.21
F -2.33089 -4.98591 -3.22400 -0.001 0.012 0.023 0.09
C -1.88157 -2.83817 -2.43870 0.074 0.030 -0.034 -0.15
F -1.46381 -2.56880 -3.69653 -0.094 -0.024 -0.008 0.03
H -3.26411 3.68800 -1.69119 -0.001 -0.002 0.004 0.09
H -2.33964 3.57075 -0.17039 0.003 0.012 -0.008 0.07
H -3.45321 2.28205 -0.62168 0.003 -0.003 0.018 0.08
H -1.16057 3.93388 -2.95424 -0.006 0.004 0.010 0.09
H 0.13593 2.73485 -2.71281 -0.005 0.006 -0.007 0.06
H -0.26633 3.85179 -1.41661 0.014 -0.004 0.001 0.07
H -2.18325 1.89359 -3.70916 0.003 0.014 0.001 0.13
H -3.16403 1.08859 -2.47618 0.001 -0.003 0.001 0.12
H -0.24684 0.42399 -3.02382 -0.005 -0.030 -0.053 0.07
H -1.60971 -0.47604 -3.64595 -0.051 0.007 0.012 0.11
H -3.09114 -5.54906 -0.77482 0.002 -0.002 -0.002 0.13
F 0.91706 -1.72474 5.28403 0.050 -0.009 -0.020 0.13
C 1.98064 -1.88436 4.48034 -0.007 0.007 0.004 -0.60
F 2.66758 -2.94569 4.95799 -0.021 0.052 -0.006 0.12
F 2.77323 -0.81208 4.64059 -0.025 -0.046 0.007 0.13
C 1.58729 -2.09828 3.04297 -0.013 0.032 0.052 -0.12
C 1.93253 -3.27051 2.40715 -0.006 -0.034 -0.022 0.01
C 1.59130 -3.48219 1.07410 -0.008 0.013 0.021 -0.03
C 0.91354 -2.48192 0.42068 0.028 0.027 0.016 -0.12
N 0.56551 -1.35162 1.04660 0.004 -0.058 -0.206 -0.15
C 0.87115 -1.09982 2.34338 0.019 -0.138 -0.026 -0.73
S 0.35120 0.40705 2.96684 0.129 0.058 0.062 0.60
H 2.48173 -4.02520 2.95282 0.000 -0.001 0.005 0.13
H 1.86241 -4.38893 0.55529 0.001 0.000 -0.006 0.11
H 0.65673 -2.54634 -0.62899 0.051 -0.004 0.011 0.08
C -3.47513 0.94605 2.48935 -0.013 -0.004 -0.019 -0.08
C -3.06829 2.29862 3.01986 -0.039 0.040 0.028 -0.28
O -1.92041 2.74885 2.32312 -0.079 -0.040 -0.070 -0.26
C -1.37940 3.92908 2.88463 0.030 0.000 0.000 -0.28
C -0.08738 4.23948 2.17063 0.011 0.012 0.011 -0.07
H -4.39404 0.61223 2.97269 0.003 -0.008 0.002 0.08
H -2.69487 0.21245 2.68595 0.013 -0.004 0.004 0.04
H -3.65880 0.98863 1.41344 -0.004 0.002 0.002 0.06
H -2.83917 2.23284 4.09075 -0.002 -0.010 0.001 0.12
H -3.88098 3.02865 2.90003 0.008 0.017 0.009 0.12
H -1.20191 3.77486 3.95631 0.016 0.000 -0.001 0.12
H -2.09819 4.75415 2.78449 -0.008 0.000 0.004 0.12
H 0.60358 3.40261 2.28228 -0.003 -0.008 0.015 0.05
H 0.38222 5.13159 2.58532 0.005 0.004 -0.008 0.09
H -0.26102 4.40861 1.10687 -0.003 0.008 -0.008 0.06
C 1.24813 -3.69206 -4.87472 0.016 -0.022 -0.048 -0.25
S 1.40009 -2.09394 -4.07262 0.086 0.009 0.091 0.82
C 3.15986 -1.88101 -4.35017 0.022 0.027 -0.026 -0.25
O 1.26464 -2.34203 -2.60763 -0.064 -0.063 -0.114 -0.55
H 1.94497 -4.38754 -4.40766 -0.005 -0.003 0.009 0.06
H 1.45793 -3.58376 -5.93913 0.011 0.001 0.008 0.06
H 0.22344 -4.02839 -4.73477 0.009 0.006 0.017 0.04
H 3.68908 -2.70560 -3.87362 -0.003 -0.005 -0.004 0.06
H 3.44200 -0.93995 -3.88157 -0.005 -0.004 0.010 0.04
H 3.36702 -1.84344 -5.41961 -0.004 0.005 0.004 0.06
F 4.88631 2.55612 3.54389 -0.013 -0.007 -0.024 0.14
C 4.19482 2.17198 2.47524 -0.007 0.033 0.007 -0.13
C 4.22823 0.85282 2.06227 0.006 -0.030 0.003 -0.15
F 4.96570 -0.03234 2.72930 -0.009 0.005 -0.009 0.13
C 3.49994 0.46253 0.95252 0.022 -0.021 0.009 -0.25
F 3.56565 -0.81898 0.58730 -0.004 0.013 0.003 0.10
C 2.72394 1.36088 0.22927 0.010 0.040 -0.050 -0.54
S 1.77994 0.85031 -1.17591 0.040 -0.033 0.038 0.61
C 2.73586 2.68474 0.65427 -0.025 -0.001 -0.029 -0.26
F 2.02814 3.60476 -0.01345 0.030 0.005 0.011 0.07
C 3.44891 3.09625 1.76300 0.025 -0.034 0.041 -0.15
F 3.42581 4.37254 2.15121 -0.009 -0.006 -0.008 0.12

Entry 2:
60
Properties=species:S:1:pos:R:3:forces:R:3:mulliken_spin:R:1 method="wB97M-V/def2-TZVPD" max_force_ev_per_a=1.28 total_charge=-1 multiplicity=5 e_above_lowest_kcal_mol=0.0 gap_ha="0.24908 / 0.22656" e_homo_ev="-4.33 / -5.35" s_squared=6.075
Pt 0.14853 -1.53092 0.60979 0.640 -0.502 0.985 1.48
C -2.18846 -5.01296 0.73210 0.086 0.155 -0.053 0.02
C -1.48926 -3.69621 0.45722 -0.140 -0.284 -0.216 -0.06
O -1.90033 -2.65823 1.04389 0.324 0.209 0.071 0.15
O -0.52466 -3.67718 -0.34770 0.201 0.311 -0.010 0.13
H -2.48734 -5.05774 1.77670 -0.039 0.008 0.005 0.00
H -1.52123 -5.83752 0.49194 -0.018 -0.005 -0.009 0.00
H -3.07874 -5.07953 0.10479 -0.020 0.001 0.017 0.00
O 3.39011 6.35548 2.17375 0.014 0.099 0.001 0.00
C 2.19120 5.72658 2.30688 0.036 0.159 0.006 0.00
O 1.22528 6.38365 2.58747 -0.033 -0.018 0.003 0.01
C 2.18114 4.26175 2.09903 -0.043 -0.337 -0.038 0.04
C 3.21506 3.55433 1.47864 -0.043 0.144 0.052 -0.01
C 3.14356 2.18420 1.32996 -0.055 -0.033 -0.008 0.04
C 2.04115 1.46326 1.80958 -0.072 0.126 -0.163 -0.04
S 2.04930 -0.27552 1.77513 -0.415 -0.596 -0.247 0.39
C 0.99096 2.17654 2.40607 0.082 -0.030 -0.056 0.06
C 1.06653 3.54584 2.54412 0.005 0.189 0.030 -0.02
H 4.08978 5.70647 2.05122 0.019 -0.083 -0.005 0.00
H 4.08805 4.06148 1.07826 -0.021 0.013 -0.023 0.00
H 3.94706 1.64700 0.84346 0.006 -0.013 0.014 0.00
H 0.12987 1.63226 2.77234 0.046 -0.020 0.041 0.00
H 0.26942 4.09804 3.02501 -0.032 -0.015 -0.036 0.00
Cl 1.84148 -4.84967 3.95364 0.023 -0.064 0.047 0.00
C 0.49825 -3.76562 4.34798 0.173 0.114 -0.227 0.00
Cl 0.84822 -2.94915 5.87477 0.045 0.072 0.090 0.00
Cl -0.98233 -4.72532 4.53700 -0.146 -0.091 -0.047 0.00
C 0.23485 -2.69730 3.21464 -0.116 0.245 0.198 0.00
O -0.48100 -1.75746 3.51119 0.210 -0.352 0.001 0.00
O 0.79526 -2.97648 2.10455 -0.374 0.268 0.025 0.06
C 2.37681 -0.51839 -2.34844 -0.143 0.025 -0.113 0.05
C 1.26314 -0.85690 -3.34562 0.048 -0.149 0.132 0.02
C 0.96273 -2.36173 -3.33362 0.050 0.106 0.007 0.02
C -0.01493 -0.05544 -3.19924 0.143 -0.059 0.287 0.16
C -0.54452 0.49132 -4.35079 -0.105 0.091 -0.045 -0.12
C -1.71849 1.23370 -4.35217 0.031 -0.047 0.066 0.21
C -2.38620 1.45412 -3.15357 -0.038 0.054 -0.164 -0.12
C -1.92380 0.94857 -1.95943 0.062 -0.116 0.289 0.13
C -2.72405 1.21424 -0.70149 -0.015 -0.122 0.190 0.06
C -1.91376 1.83172 0.44676 -0.051 -0.024 -0.172 0.03
C -3.44394 -0.05677 -0.22382 0.087 0.130 -0.083 0.03
C -0.72299 0.13674 -1.94881 -0.333 0.654 -0.726 0.11
N -0.31810 -0.36634 -0.81074 0.028 -0.191 -0.442 1.18
H 3.31661 -0.94173 -2.70785 0.022 0.020 0.000 0.00
H 2.17988 -0.94395 -1.36933 -0.001 0.027 0.126 -0.02
H 2.50127 0.56007 -2.23455 0.018 -0.002 0.009 0.00
H 1.64524 -0.60762 -4.34094 -0.052 0.014 0.005 0.00
H 0.58119 -2.67245 -2.36311 -0.073 -0.075 0.092 -0.01
H 1.87841 -2.92269 -3.53267 -0.012 -0.023 -0.004 0.00
H 0.22314 -2.61881 -4.09461 0.014 -0.014 0.013 0.00
H -0.01735 0.33359 -5.28463 0.022 -0.004 0.015 0.00
H -2.10321 1.64580 -5.27603 0.000 -0.003 -0.003 0.01
H -3.29975 2.03753 -3.15513 0.016 0.018 0.051 0.00
H -3.49141 1.94202 -0.98361 0.035 0.006 -0.061 0.00
H -1.25371 1.09469 0.89934 0.010 0.028 0.025 -0.01
H -2.59700 2.18754 1.21982 0.003 0.009 0.017 0.00
H -1.30802 2.67398 0.10722 0.001 0.005 0.013 0.00
H -2.73122 -0.80604 0.11741 -0.089 -0.014 0.014 -0.01
H -4.04429 -0.49092 -1.02579 -0.022 0.000 0.001 -0.01
H -4.10339 0.18407 0.61202 -0.002 -0.016 0.013 0.00